{"formula": "C45H80Br26F3NO6P2", "method": "ωB97M-V with the def2-TZVPD basis set", "energy_ev": -1909576.8100, "homo_ha": -0.33233, "mol_weight_g_mol": 2927.58, "species": ["C", "C", "O", "P", "O", "C", "C", "C", "P", "C", "C", "O", "F", "C", "C", "C", "C", "C", "C", "C", "C", "N", "C", "O", "F", "C", "O", "F", "O", "C", "C", "H", "H", "H", "H", "H", "H", "H", "H", "H", "H", "H", "H", "H", "H", "H", "H", "H", "H", "H", "H", "H", "H", "H", "H", "H", "H", "H", "H", "Br", "C", "C", "Br", "H", "H", "H", "H", "Br", "C", "C", "Br", "H", "H", "H", "H", "Br", "C", "C", "Br", "H", "H", "H", "H", "Br", "C", "C", "Br", "H", "H", "H", "H", "Br", "C", "C", "Br", "H", "H", "H", "H", "Br", "C", "C", "Br", "H", "H", "H", "H", "Br", "C", "C", "Br", "H", "H", "H", "H", "Br", "C", "C", "Br", "H", "H", "H", "H", "Br", "C", "C", "Br", "H", "H", "H", "H", "Br", "C", "C", "Br", "H", "H", "H", "H", "Br", "C", "C", "Br", "H", "H", "H", "H", "Br", "C", "C", "Br", "H", "H", "H", "H", "Br", "C", "C", "Br", "H", "H", "H", "H"], "xyz": [[5.31399, -2.63074, 0.01332], [4.04829, -2.08662, -0.68595], [4.25024, -2.29146, -2.11161], [3.78995, -1.05087, -3.02206], [4.98708, -0.27562, -3.39643], [3.01774, -1.66931, -4.55998], [2.25144, -2.99032, -4.33850], [1.06326, -2.79617, -3.32846], [-0.43012, -3.76394, -3.76328], [-0.02779, -5.04249, -2.37483], [-0.30433, -4.67700, -0.95278], [0.40398, -4.05480, -0.21411], [-1.47602, -5.16522, -0.40252], [-2.19977, -3.56461, -3.25450], [-2.73510, -2.14836, -3.10012], [-3.55204, -1.67445, -4.12127], [-4.09131, -0.42482, -4.12873], [-3.82615, 0.43167, -3.08059], [-3.05564, -0.00900, -2.03406], [-2.51451, -1.28682, -2.04028], [-1.67906, -1.70167, -0.83840], [-0.81664, -2.77296, -5.31195], [-0.82549, -3.51796, -6.50473], [0.09980, -3.97119, -7.10458], [-2.06509, -3.69870, -7.01201], [-0.33008, -1.49357, -5.44548], [-0.53950, -0.51892, -4.79152], [0.54849, -1.34536, -6.50820], [2.67967, -0.13881, -2.27348], [2.58325, 1.18708, -2.81541], [3.25142, 2.22671, -1.89289], [6.16204, -2.62353, -0.67176], [5.15565, -3.59156, 0.49872], [5.55529, -1.92505, 0.81876], [3.97097, -1.03955, -0.39800], [3.19262, -2.69322, -0.37391], [2.35966, -0.86132, -4.90501], [3.80082, -1.77364, -5.31694], [2.96488, -3.73234, -3.96649], [1.89206, -3.34445, -5.31320], [1.48343, -3.22669, -2.41319], [0.91912, -1.74733, -3.04246], [-0.18294, -4.84915, -4.64424], [-0.61654, -5.95330, -2.57644], [1.01397, -5.38871, -2.41005], [-2.51545, -4.15100, -2.37467], [-2.77549, -3.98211, -4.09097], [-3.77633, -2.33641, -4.95767], [-4.72932, -0.08174, -4.93805], [-4.20727, 1.44845, -3.04661], [-2.85849, 0.66094, -1.19240], [-2.05709, -2.66926, -0.48420], [-1.90154, -0.99915, -0.02565], [-0.60047, -1.71838, -1.01782], [3.00936, 1.25270, -3.82294], [1.53316, 1.48385, -2.93345], [4.08312, 1.72168, -1.38928], [3.59037, 3.10743, -2.44164], [2.52283, 2.50995, -1.12443], [10.08213, -1.28383, -2.56760], [8.40024, -0.29857, -2.59754], [8.29270, 0.64047, -1.42695], [7.86018, -0.32015, 0.21248], [7.60187, -1.03346, -2.62646], [8.41028, 0.25749, -3.53197], [7.47052, 1.33733, -1.57679], [9.20555, 1.19606, -1.23541], [-1.44074, 2.49854, 2.17565], [0.12423, 2.69755, 1.03686], [-0.12828, 3.68884, -0.06687], [-1.24401, 2.91838, -1.46686], [0.37472, 1.70494, 0.67315], [0.91859, 3.04847, 1.69635], [0.80368, 3.96367, -0.55760], [-0.63196, 4.58991, 0.27355], [1.36585, 0.95868, -9.56236], [1.39668, -0.77182, -10.45378], [1.92779, -1.85137, -9.54761], [3.86535, -1.75573, -9.37784], [1.98192, -0.64887, -11.35977], [0.36080, -0.97476, -10.71863], [1.72685, -2.83515, -9.96732], [1.52156, -1.79972, -8.54345], [3.05352, 3.12090, 2.91634], [4.10900, 1.52636, 3.26766], [4.11753, 0.64278, 2.05409], [2.42165, -0.30622, 1.87480], [3.68780, 1.04568, 4.14504], [5.11070, 1.88125, 3.50134], [4.87479, -0.13304, 2.14248], [4.27473, 1.19376, 1.13077], [-3.15003, 6.48246, -0.17766], [-3.66966, 4.99059, 0.96250], [-5.15347, 4.96241, 1.20058], [-5.69546, 6.30968, 2.50090], [-3.09451, 5.08001, 1.87831], [-3.35414, 4.09859, 0.42459], [-5.45285, 4.01218, 1.63978], [-5.73362, 5.14124, 0.30038], [-7.31915, 11.60041, 5.35240], [-7.11155, 9.87544, 4.47407], [-6.50523, 8.85918, 5.40244], [-4.59044, 9.14120, 5.60814], [-6.51754, 10.04370, 3.58086], [-8.11771, 9.57627, 4.18745], [-6.60256, 7.85619, 4.98958], [-6.93481, 8.87938, 6.39888], [6.66690, -1.73257, 3.67035], [6.23103, -2.29753, 5.48071], [5.07169, -1.51483, 6.03760], [5.61286, 0.27456, 6.58172], [7.13727, -2.19538, 6.06945], [5.97277, -3.35132, 5.39658], [4.69234, -1.98538, 6.94237], [4.25947, -1.39678, 5.32590], [-5.04091, 2.45653, 3.72592], [-5.52054, 0.62167, 4.17300], [-4.40345, -0.09617, 4.88468], [-2.99776, -0.61997, 3.64839], [-5.80904, 0.14173, 3.24307], [-6.39096, 0.70543, 4.82089], [-4.76791, -1.02493, 5.31922], [-3.93339, 0.50243, 5.65887], [-1.67334, 12.12148, 4.00378], [-1.32063, 10.52279, 5.05394], [0.15650, 10.26436, 5.18742], [0.90070, 9.51396, 3.55310], [-1.85383, 9.70694, 4.57519], [-1.76384, 10.72022, 6.02871], [0.34491, 9.51631, 5.95522], [0.72565, 11.16126, 5.41096], [-4.29084, -5.71395, -2.38777], [-4.42255, -7.64768, -2.23476], [-3.08598, -8.26463, -1.92336], [-1.94990, -8.33260, -3.50680], [-4.85325, -8.01090, -3.16303], [-5.12441, -7.82072, -1.42018], [-3.20504, -9.30154, -1.61427], [-2.53538, -7.72355, -1.16034], [-6.18652, 12.60917, 10.06766], [-5.05118, 11.09558, 10.52165], [-4.95583, 10.11637, 9.38245], [-6.56727, 9.03532, 9.23496], [-5.45821, 10.65571, 11.42683], [-4.07478, 11.52538, 10.73653], [-4.15084, 9.40461, 9.55592], [-4.80961, 10.59533, 8.41860], [-3.92172, -7.53899, 1.59266], [-5.00509, -9.02319, 2.23606], [-6.00194, -9.46962, 1.19995], [-7.50802, -8.24412, 1.07966], [-5.46906, -8.69544, 3.16090], [-4.29777, -9.82188, 2.45113], [-6.43539, -10.42903, 1.47513], [-5.57439, -9.54123, 0.20442], [8.52436, -5.23517, -0.52117], [7.37191, -6.72027, -0.01648], [6.39605, -7.05670, -1.11246], [4.94488, -5.76302, -1.18082], [6.88502, -6.44031, 0.91270], [8.04424, -7.55650, 0.16564], [5.91878, -8.01578, -0.92036], [6.85142, -7.07363, -2.09769]]}